{"formula": "C87H212O45S3", "method": "ωB97M-V/def2-TZVPD", "species": ["C", "O", "C", "C", "O", "C", "C", "O", "C", "H", "H", "H", "H", "H", "H", "H", "H", "H", "H", "H", "H", "H", "H", "C", "O", "C", "C", "O", "C", "C", "O", "C", "H", "H", "H", "H", "H", "H", "H", "H", "H", "H", "H", "H", "H", "H", "C", "O", "C", "C", "O", "C", "C", "O", "C", "H", "H", "H", "H", "H", "H", "H", "H", "H", "H", "H", "H", "H", "H", "C", "O", "C", "C", "O", "C", "C", "O", "C", "H", "H", "H", "H", "H", "H", "H", "H", "H", "H", "H", "H", "H", "H", "C", "O", "C", "C", "O", "C", "C", "O", "C", "H", "H", "H", "H", "H", "H", "H", "H", "H", "H", "H", "H", "H", "H", "C", "O", "C", "C", "O", "C", "C", "O", "C", "H", "H", "H", "H", "H", "H", "H", "H", "H", "H", "H", "H", "H", "H", "C", "O", "C", "C", "O", "C", "C", "O", "C", "H", "H", "H", "H", "H", "H", "H", "H", "H", "H", "H", "H", "H", "H", "C", "O", "C", "C", "O", "C", "C", "O", "C", "H", "H", "H", "H", "H", "H", "H", "H", "H", "H", "H", "H", "H", "H", "C", "O", "C", "C", "O", "C", "C", "O", "C", "H", "H", "H", "H", "H", "H", "H", "H", "H", "H", "H", "H", "H", "H", "C", "O", "C", "C", "O", "C", "C", "O", "C", "H", "H", "H", "H", "H", "H", "H", "H", "H", "H", "H", "H", "H", "H", "C", "O", "C", "C", "O", "C", "C", "O", "C", "H", "H", "H", "H", "H", "H", "H", "H", "H", "H", "H", "H", "H", "H", "C", "O", "C", "C", "O", "C", "C", "O", "C", "H", "H", "H", "H", "H", "H", "H", "H", "H", "H", "H", "H", "H", "H", "C", "O", "C", "C", "O", "C", "C", "O", "C", "H", "H", "H", "H", "H", "H", "H", "H", "H", "H", "H", "H", "H", "H", "C", "O", "H", "H", "H", "H", "C", "O", "H", "H", "H", "H", "C", "O", "H", "H", "H", "H", "C", "S", "O", "C", "H", "H", "H", "H", "H", "H", "C", "S", "O", "C", "H", "H", "H", "H", "H", "H", "C", "S", "O", "C", "H", "H", "H", "H", "H", "H"], "coordinates": [[-5.544583, -4.906426, -0.480709], [-5.701893, -4.694366, 0.886241], [-6.965923, -5.123516, 1.398391], [-6.841083, -5.203306, 2.945461], [-6.390063, -6.486656, 3.385211], [-6.370393, -6.594556, 4.849621], [-5.443483, -7.704976, 5.275071], [-5.877343, -8.968666, 4.798491], [-5.519633, -9.225676, 3.384711], [-6.194383, -4.231016, -1.037199], [-5.671193, -5.917796, -0.866979], [-4.553803, -4.594116, -0.810719], [-7.298403, -6.065026, 0.961211], [-7.777463, -4.470356, 1.077641], [-7.811263, -4.975476, 3.387001], [-6.233253, -4.384256, 3.329891], [-7.423883, -6.706286, 5.106101], [-5.970673, -5.743096, 5.400371], [-5.428563, -7.769126, 6.363081], [-4.462263, -7.360616, 4.948391], [-6.369973, -9.012516, 2.736951], [-5.428313, -10.309296, 3.310421], [-4.678163, -8.710126, 2.921861], [-4.014413, -3.334206, -3.605549], [-2.660823, -3.379176, -3.232999], [-1.899833, -2.318166, -3.838099], [-1.791083, -2.446436, -5.407509], [-1.385463, -3.756636, -5.847129], [-0.275103, -4.325376, -5.120939], [-0.148453, -5.724816, -5.695629], [0.024437, -5.599026, -7.062049], [0.183107, -6.835146, -7.757289], [-4.610623, -4.083096, -3.084219], [-4.293623, -3.403746, -4.656879], [-4.429393, -2.376026, -3.292819], [-0.899793, -2.295046, -3.405099], [-2.277733, -1.342896, -3.531299], [-1.178693, -1.649536, -5.829449], [-2.718573, -2.359966, -5.973529], [-0.217093, -4.305306, -4.032669], [0.611747, -3.749176, -5.384709], [-1.076553, -6.241376, -5.450879], [0.607967, -6.331646, -5.197949], [1.045337, -7.424046, -7.444449], [0.319217, -6.734316, -8.834039], [-0.625313, -7.556786, -7.639849], [-0.947723, 1.472234, -1.064979], [-0.444373, 2.576954, -0.353179], [0.857947, 2.465524, 0.159571], [0.922427, 1.581834, 1.436271], [0.596357, 0.212544, 1.296981], [1.656387, -0.587926, 0.851641], [1.244747, -1.818346, 0.032211], [0.505517, -2.826716, 0.698971], [-0.910513, -2.762676, 0.430591], [-1.850593, 1.703284, -1.630259], [-1.225493, 0.670094, -0.381239], [-0.188053, 1.106014, -1.755549], [1.161727, 3.471054, 0.450651], [1.555087, 2.105694, -0.597139], [0.229397, 1.918304, 2.207381], [1.911817, 1.644984, 1.889281], [2.225267, -0.815866, 1.753041], [2.351387, -0.011906, 0.240681], [2.195517, -2.238646, -0.295649], [0.725197, -1.465036, -0.858489], [-1.156313, -1.768176, 0.058231], [-1.416673, -3.087206, 1.339761], [-1.182863, -3.513356, -0.311299], [3.811237, -3.180096, -7.646089], [3.613747, -3.246786, -6.218999], [3.790287, -4.596296, -5.648289], [3.616797, -4.615896, -4.207699], [2.263397, -4.773166, -3.658729], [2.130257, -5.155326, -2.281999], [0.755487, -5.199036, -1.722089], [0.037507, -6.278816, -2.236779], [-1.361053, -6.277126, -1.957729], [3.447147, -4.060956, -8.174899], [4.875367, -3.076486, -7.858179], [3.216987, -2.357376, -8.043699], [4.814107, -4.831696, -5.938919], [3.087557, -5.289626, -6.110429], [4.078087, -3.697706, -3.844049], [4.135697, -5.538716, -3.948389], [2.722417, -4.448726, -1.700479], [2.638977, -6.117626, -2.339149], [0.255567, -4.257746, -1.950459], [0.756757, -5.345566, -0.641979], [-1.922293, -5.671306, -2.669129], [-1.765893, -5.835666, -1.047059], [-1.729673, -7.287686, -2.133769], [1.672807, -1.892856, 6.196031], [2.164157, -2.336486, 4.962351], [1.135177, -2.613516, 4.037351], [0.254987, -3.820136, 4.287091], [1.124617, -5.000866, 4.198961], [0.505167, -6.207526, 4.542181], [-0.684433, -6.633346, 3.593341], [-1.822973, -5.865286, 3.941061], [-2.918593, -6.085636, 3.128571], [2.459777, -2.044026, 6.934901], [0.870377, -2.468436, 6.657451], [1.249687, -0.889916, 6.139641], [1.413687, -2.709206, 2.987881], [0.456477, -1.762156, 3.985831], [-0.617193, -3.759846, 3.636111], [-0.210063, -3.836796, 5.272761], [0.241397, -6.226766, 5.599611], [1.181287, -7.056376, 4.440161], [-0.919363, -7.670766, 3.831391], [-0.395313, -6.580006, 2.543741], [-3.737903, -5.551666, 3.609931], [-3.101913, -7.159896, 3.106841], [-2.885903, -5.797556, 2.077841], [-0.634233, 7.124114, -1.508769], [-0.113963, 6.730644, -0.246499], [-0.827763, 5.917904, 0.615441], [-0.108263, 5.741694, 1.993441], [-0.292293, 6.904654, 2.795081], [0.440487, 6.753424, 4.034331], [0.284017, 8.071484, 4.882411], [0.867897, 9.134104, 4.141051], [0.995337, 10.205874, 5.009251], [0.006557, 7.539104, -2.286759], [-1.425353, 7.860034, -1.365109], [-0.944483, 6.200844, -1.998069], [-0.887093, 4.945104, 0.127351], [-1.798333, 6.404934, 0.709741], [0.900477, 5.342904, 1.886091], [-0.594703, 4.917294, 2.514811], [1.484317, 6.519264, 3.825291], [0.039397, 5.895874, 4.574541], [0.816827, 7.824784, 5.800751], [-0.764903, 8.340464, 5.006931], [0.983217, 11.164334, 4.490291], [1.885477, 10.139764, 5.634861], [0.110187, 10.303004, 5.637881], [-3.924823, 3.021264, 0.229471], [-4.537973, 3.522814, 1.407391], [-5.740923, 2.934614, 1.742731], [-6.172873, 3.175024, 3.239081], [-5.625343, 2.291904, 4.195521], [-6.425743, 2.162284, 5.340591], [-5.761153, 1.530314, 6.578561], [-4.639393, 2.302844, 7.005481], [-3.911803, 1.719004, 7.986351], [-3.026723, 3.610864, 0.045371], [-4.644193, 3.082964, -0.587109], [-3.578243, 1.991894, 0.321001], [-5.566123, 1.877564, 1.542281], [-6.554373, 3.236564, 1.083011], [-7.259373, 3.201824, 3.322061], [-5.784293, 4.157734, 3.506251], [-7.273393, 1.566864, 5.001381], [-6.843413, 3.100204, 5.706581], [-5.479733, 0.495514, 6.383401], [-6.515503, 1.459644, 7.362181], [-4.413293, 1.634304, 8.950431], [-3.068173, 2.367944, 8.221441], [-3.552403, 0.735044, 7.685121], [7.521497, -10.831206, 2.105141], [8.065207, -9.572546, 2.431851], [8.748367, -8.778076, 1.407321], [7.795347, -8.308386, 0.329421], [6.582207, -7.681746, 0.795141], [6.788187, -6.544696, 1.665071], [5.501707, -5.935086, 2.239611], [4.890267, -5.238236, 1.137591], [3.741977, -4.532396, 1.604391], [6.996367, -11.254546, 2.961361], [8.341627, -11.486256, 1.811201], [6.825117, -10.851036, 1.266831], [9.660587, -9.245336, 1.036331], [9.143137, -7.836316, 1.788561], [7.430687, -9.187576, -0.201749], [8.289577, -7.644996, -0.380339], [7.293797, -5.826346, 1.019751], [7.460427, -6.775986, 2.491331], [5.681727, -5.206976, 3.030521], [4.772487, -6.679386, 2.559531], [2.905257, -5.173996, 1.880721], [3.336347, -3.892336, 0.820881], [4.004787, -3.889726, 2.444631], [3.315487, 6.766504, 0.002641], [3.815497, 7.909444, 0.642931], [2.822917, 8.593954, 1.407741], [3.451097, 9.861624, 2.012311], [3.570547, 10.912544, 1.087941], [2.366677, 11.694484, 0.875981], [2.714917, 13.021024, 0.138461], [3.573547, 13.793594, 1.087831], [3.783777, 15.097184, 0.592561], [4.017587, 6.200194, -0.609289], [2.584877, 7.066684, -0.748489], [2.863397, 5.998264, 0.629951], [2.346067, 8.102654, 2.255881], [1.970927, 8.915374, 0.808661], [4.455467, 9.541204, 2.289191], [3.017107, 10.233234, 2.940561], [1.846697, 11.982614, 1.789601], [1.579817, 11.135394, 0.369661], [1.820647, 13.567194, -0.161679], [3.330037, 12.814474, -0.737359], [4.714857, 15.547964, 0.936061], [3.181037, 15.842194, 1.111951], [3.604787, 15.280084, -0.466969], [6.957197, -4.590836, -1.934679], [7.093647, -3.617916, -0.907009], [6.037607, -2.637576, -0.753639], [6.098707, -2.006606, 0.635641], [5.029127, -1.029816, 0.715021], [5.351087, 0.019754, 1.684221], [5.335577, -0.351096, 3.193061], [6.454357, -1.170266, 3.574901], [6.143087, -1.941066, 4.733841], [6.421227, -4.227596, -2.811549], [6.418897, -5.387676, -1.421459], [7.965827, -4.903236, -2.205159], [5.081217, -3.144646, -0.881329], [6.134847, -1.865756, -1.517149], [7.106547, -1.612236, 0.765351], [5.980947, -2.844166, 1.323201], [4.599087, 0.795284, 1.538791], [6.314697, 0.482994, 1.472141], [4.355517, -0.794376, 3.369351], [5.263677, 0.545074, 3.809351], [5.461947, -2.715946, 4.382131], [5.750097, -1.368306, 5.573841], [7.027837, -2.503806, 5.031551], [-3.766043, 0.924464, -3.529899], [-4.000393, 0.152654, -2.386599], [-5.361733, 0.164914, -2.030009], [-5.825223, -0.763866, -0.913849], [-5.193723, -0.302416, 0.289501], [-4.792293, -1.363916, 1.136921], [-3.983363, -0.704886, 2.242891], [-3.397503, -1.688056, 3.079311], [-2.502113, -1.035586, 3.988611], [-4.103713, 0.533954, -4.489889], [-2.692213, 1.029924, -3.684359], [-4.156683, 1.941994, -3.518239], [-5.864203, -0.213526, -2.920179], [-5.716963, 1.166034, -1.785769], [-5.537473, -1.803676, -1.069089], [-6.910903, -0.667106, -0.907459], [-4.110873, -2.073726, 0.667941], [-5.693843, -1.849146, 1.510911], [-4.583143, 0.039784, 2.766191], [-3.275933, -0.078626, 1.699341], [-2.141663, -1.775146, 4.703621], [-3.038093, -0.246436, 4.515921], [-1.533373, -0.729266, 3.593881], [5.181307, 3.760594, 1.659681], [4.538447, 3.172964, 2.797231], [3.532997, 4.050524, 3.273431], [2.954217, 3.482864, 4.575791], [1.727077, 2.753904, 4.339741], [1.096137, 2.175244, 5.463791], [-0.262113, 1.688714, 5.021481], [-1.058183, 2.760604, 4.638491], [-2.376103, 2.492784, 4.168931], [6.038127, 3.171614, 1.332471], [5.457117, 4.812124, 1.739141], [4.526957, 3.741774, 0.788151], [2.752987, 4.085634, 2.512871], [3.871127, 5.068384, 3.467671], [2.777977, 4.377014, 5.173731], [3.626987, 2.914384, 5.217911], [1.000107, 2.810484, 6.344331], [1.720407, 1.309934, 5.686531], [-0.725033, 1.118144, 5.826621], [-0.090973, 1.049004, 4.155691], [-2.884803, 3.413374, 3.882841], [-3.016053, 1.973954, 4.882631], [-2.272503, 1.895454, 3.263091], [-1.329243, 4.159504, -11.164249], [-0.895373, 4.446084, -9.826259], [-1.749653, 5.293314, -9.095339], [-1.128193, 5.860344, -7.792689], [-0.726443, 4.842984, -6.933689], [0.212997, 5.315934, -6.006449], [0.680027, 4.208154, -5.041979], [0.865467, 4.843494, -3.796699], [1.404137, 4.010024, -2.814069], [-1.561523, 5.049904, -11.748499], [-2.214673, 3.523804, -11.165909], [-0.563593, 3.601654, -11.703389], [-2.702933, 4.794284, -8.921209], [-2.002273, 6.164274, -9.700069], [-1.863963, 6.519904, -7.332559], [-0.313453, 6.508944, -8.114569], [-0.140763, 6.145654, -5.394469], [1.066107, 5.655224, -6.593969], [1.544627, 3.670344, -5.430989], [-0.134613, 3.487984, -4.965619], [0.681377, 3.247924, -2.522669], [1.522797, 4.570614, -1.886829], [2.420717, 3.708644, -3.066729], [4.953297, 1.607784, -1.737499], [6.103387, 2.251884, -1.250659], [4.677927, 2.024504, -2.706319], [4.953867, 0.525254, -1.864879], [4.143327, 1.906144, -1.071879], [6.736257, 2.243864, -1.972479], [2.058217, -1.289426, -3.767209], [1.964407, -0.014426, -3.234539], [1.081537, -1.631276, -4.109759], [2.675637, -1.321266, -4.664919], [2.397527, -2.013486, -3.026459], [1.387307, 0.527284, -3.777779], [0.550417, 0.846524, -6.159969], [-0.118443, 1.021954, -4.912469], [1.576047, 1.198694, -6.049719], [0.550897, -0.179046, -6.529159], [0.049397, 1.448224, -6.918289], [-1.055303, 0.891874, -5.076719], [-3.195893, 4.559764, -5.228219], [-2.851893, 5.970264, -4.084119], [-3.858563, 7.070084, -4.308449], [-3.349983, 5.098024, -2.552189], [-3.275133, 5.027284, -6.209669], [-4.174643, 4.143364, -4.989999], [-2.456943, 3.794084, -4.991989], [-4.356473, 4.698894, -2.677749], [-3.288253, 5.733004, -1.668399], [-2.603093, 4.305474, -2.505989], [-2.404663, -0.257306, -8.703329], [-3.318363, 0.589634, -7.359139], [-2.382623, 0.565164, -6.169739], [-3.249413, 2.259084, -8.093779], [-2.334533, -1.329466, -8.519829], [-1.391733, 0.145194, -8.695079], [-2.904833, -0.195146, -9.669799], [-2.228593, 2.558254, -8.331559], [-3.668303, 2.952584, -7.364609], [-3.779093, 2.376424, -9.039169], [-4.998963, -2.381506, 6.361421], [-4.319223, -3.539306, 7.610451], [-5.110273, -4.829146, 7.441421], [-2.687543, -3.713316, 6.778811], [-5.998123, -2.174176, 6.744561], [-5.087983, -2.928266, 5.422681], [-4.333523, -1.545006, 6.148011], [-2.105583, -2.797966, 6.671311], [-2.845563, -4.096586, 5.770731], [-2.016953, -4.461576, 7.201311]], "forces_ev_per_a": [[0.3, 0.9, -0.9], [-0.2, -0.7, 0.4], [0.6, -0.1, 0.8], [-0.7, -0.4, -0.5], [0.6, 1.0, 0.5], [-0.4, 0.1, -0.8], [-1.1, 0.0, -0.3], [1.6, 0.1, -1.8], [-1.5, -0.8, 0.7], [-0.5, -0.1, -0.2], [-0.3, -0.3, 0.5], [0.3, 0.0, 0.5], [0.5, -0.6, 0.2], [0.1, 0.7, 0.2], [-0.5, -0.3, 0.0], [0.6, 0.0, -0.2], [0.0, -0.3, 0.5], [-0.1, 0.7, -0.5], [-0.1, 0.1, 0.0], [0.3, -0.7, -0.2], [-0.2, 0.4, 0.2], [0.5, 0.0, 0.1], [0.3, 0.1, 0.8], [-1.0, 0.8, 0.4], [0.5, 0.2, -0.7], [-0.2, -0.2, -1.0], [-0.2, -1.1, 0.4], [0.1, 0.5, 1.8], [0.9, 0.1, -1.6], [-0.6, 0.0, 1.4], [0.6, -1.0, -1.9], [0.2, -0.4, 0.2], [0.5, -0.3, 0.1], [0.7, -0.3, -0.4], [-0.1, 0.3, 0.2], [0.1, -0.6, 0.0], [-0.6, 0.1, -0.3], [0.6, 0.0, 0.3], [-0.5, 0.4, 0.6], [-1.1, -0.2, 0.0], [0.3, 0.1, -0.3], [-0.5, -0.2, -0.2], [0.6, 0.3, 0.0], [0.5, 0.3, 0.5], [-0.2, 0.8, 0.1], [-0.7, 0.3, 0.3], [0.2, -0.7, 0.2], [-0.6, 0.8, -0.2], [-0.3, -1.0, 1.0], [0.0, 0.1, 0.1], [-1.1, 0.0, -0.8], [0.4, -0.2, 0.3], [0.4, 0.6, 0.3], [-0.4, 0.4, -0.1], [0.9, -0.5, 0.2], [0.1, 0.6, 0.1], [0.1, -0.2, 0.0], [0.1, -0.2, -0.2], [0.0, 0.1, 0.0], [0.1, -0.2, -0.2], [-0.1, 0.5, -0.3], [0.3, 0.3, 0.0], [0.3, -0.7, 0.0], [0.0, 0.0, -0.4], [0.1, -0.2, -0.1], [-0.2, 0.0, -0.2], [-0.4, 0.0, 0.4], [-0.2, 0.6, 0.1], [0.1, 0.0, -0.4], [-0.2, -0.4, 0.9], [-0.6, -0.8, -0.1], [-0.8, 1.7, -2.9], [-0.9, -0.6, 2.5], [-0.5, 1.3, -1.9], [2.5, -0.2, -1.1], [-0.7, 0.0, -0.2], [-1.0, -0.6, -0.2], [-0.5, 0.1, -1.3], [-0.1, -0.3, 0.2], [0.1, 0.2, -0.2], [0.3, 0.2, 0.2], [0.1, -0.6, 0.4], [0.0, -0.1, -0.3], [0.2, -0.1, 0.7], [0.5, 0.1, 0.7], [0.1, 0.0, 0.4], [-0.2, -0.4, 1.2], [-0.2, 0.3, 0.0], [0.5, 0.5, 0.3], [0.3, 0.3, -0.6], [0.9, -0.4, 0.9], [0.2, -0.1, 0.5], [-0.1, -0.4, 0.7], [-0.1, -0.6, -0.5], [-1.3, 0.1, -0.3], [1.2, -0.7, 1.0], [-0.9, 0.9, -0.6], [-1.1, -0.9, -1.3], [0.6, 0.5, 2.1], [1.2, 0.8, -0.3], [-1.1, -0.6, 0.1], [0.3, 0.7, -0.2], [-0.4, -0.6, -0.5], [0.4, 0.4, 0.0], [1.2, 0.0, 0.2], [-0.3, 0.5, 0.2], [0.3, -0.5, -0.7], [0.1, 0.1, 0.4], [-0.6, 0.2, 0.1], [0.7, 0.4, -0.2], [0.1, -0.4, -0.1], [0.0, 0.4, -0.1], [-0.2, -0.2, -0.3], [-0.5, -0.2, 0.1], [0.6, 0.5, -0.1], [-1.0, -1.3, 0.5], [3.1, 2.0, -0.8], [0.1, -0.1, 0.2], [-1.9, 0.1, -0.8], [1.5, -0.4, 0.4], [-1.3, 1.3, -0.3], [0.5, -2.0, -2.3], [0.1, -0.6, 0.3], [-0.3, 1.4, 0.3], [1.1, 0.2, 0.9], [-0.5, -0.2, -0.1], [-0.7, 0.0, -0.2], [-0.5, -0.5, 0.3], [-0.5, -0.5, 0.7], [0.6, 0.8, -0.2], [-0.5, -0.3, 0.0], [0.3, 0.3, 0.0], [-0.2, -0.1, 0.3], [-0.1, 0.5, 0.4], [-0.1, -0.4, 0.5], [0.5, -0.1, -0.5], [0.1, 0.0, 0.1], [-0.1, -0.2, 0.4], [-0.1, 0.2, 0.4], [1.2, 1.3, 0.3], [-0.4, -1.7, 1.1], [0.8, 0.7, -1.0], [1.0, -0.6, -0.1], [-0.4, -0.2, 0.5], [0.3, 0.2, -0.9], [-1.8, 0.6, -1.7], [1.3, -0.3, 1.5], [-0.2, 0.2, -0.1], [0.1, 0.0, -0.4], [-0.3, -0.3, 0.2], [-0.7, -0.5, 0.4], [-0.2, 0.4, -0.1], [-0.2, -0.2, -0.2], [-0.2, 0.5, -0.1], [-0.4, -0.4, 0.6], [0.2, 0.5, -0.3], [0.4, -0.1, -0.2], [-0.2, 0.2, 0.2], [-0.6, -0.3, 0.1], [0.2, -0.1, -0.3], [0.2, -0.3, 0.1], [0.7, -0.1, -0.8], [0.6, 1.6, -0.1], [-0.9, 0.0, 0.6], [-1.2, -0.5, -0.2], [0.2, -0.1, 1.0], [0.3, -0.2, -0.3], [-0.1, -0.2, -2.3], [-0.6, 0.4, 0.6], [0.0, 0.1, -0.5], [0.2, 0.3, 0.1], [0.1, -0.4, 0.1], [-0.2, 0.5, -0.1], [-0.3, -0.6, -0.4], [-0.1, -0.3, 1.3], [-0.1, 0.1, -0.3], [0.3, 0.1, -0.1], [0.0, 0.7, 0.3], [0.0, -0.3, 0.1], [0.4, -0.1, 0.2], [0.3, -0.3, 0.4], [0.1, -0.4, 0.3], [0.4, 0.0, -0.2], [0.0, 0.1, 0.2], [-0.7, -0.3, -1.2], [-0.1, -0.3, 0.9], [-0.3, 1.5, 0.5], [0.5, -0.7, -0.4], [-0.9, 1.3, -0.6], [0.6, 0.5, -0.2], [1.5, -0.9, 1.8], [-1.2, -0.4, -1.8], [-0.1, 1.3, 1.1], [1.0, 0.5, 0.4], [-0.6, 0.0, 0.1], [-0.2, 0.3, 0.6], [0.4, -1.0, 0.0], [-0.1, -0.2, -0.5], [0.3, 0.3, -0.1], [-0.6, -0.3, 0.0], [0.5, 0.0, 0.7], [0.2, -0.2, -0.7], [-0.1, 0.1, 0.3], [-0.1, 0.0, -0.1], [0.9, -0.9, -0.5], [-1.2, -0.2, 0.1], [0.3, -0.5, -0.1], [-0.3, 0.3, 1.3], [0.1, 1.5, 0.4], [0.4, -0.9, -0.4], [-0.3, -0.7, -0.9], [1.6, 0.2, 1.4], [0.0, -0.3, 0.4], [-0.3, -0.3, -1.0], [-0.8, 0.7, 0.2], [0.3, -0.7, -1.1], [0.0, 0.1, -0.1], [-0.2, -0.6, -0.7], [-0.1, -0.1, -0.1], [-0.3, 0.0, 0.0], [0.0, 0.1, -0.2], [-0.1, 0.5, 0.2], [-0.2, 0.3, 0.4], [-0.1, -0.1, 0.0], [0.2, -0.2, -0.4], [0.0, -0.9, 0.2], [0.5, 0.5, -0.1], [-0.6, 0.0, 0.5], [-0.1, 0.1, -0.1], [0.3, 0.4, 0.1], [0.8, 0.5, -0.8], [0.2, 0.1, 0.7], [-0.7, -0.9, -0.7], [1.8, 0.9, 0.2], [-0.3, -0.4, -0.5], [-0.1, 0.5, 0.9], [-0.4, 0.1, -0.7], [0.6, 1.0, 0.1], [-0.1, -1.2, 0.5], [-0.5, -0.7, 0.2], [0.1, -0.1, 0.4], [-0.3, 0.3, 0.6], [-0.7, 0.3, -0.3], [0.1, 0.3, -0.1], [-0.1, -0.1, -0.3], [-0.2, -0.1, 0.4], [-0.2, -0.2, -0.4], [0.1, -0.5, 0.1], [-0.3, -0.2, 0.6], [0.8, -0.1, 0.1], [-0.6, -0.3, 0.2], [0.3, 0.2, 0.0], [-0.4, 0.7, -0.9], [-0.2, -0.6, -0.8], [0.8, 1.1, -0.4], [-0.3, -1.7, 0.5], [-1.1, 0.5, 0.2], [0.7, 1.3, -0.3], [0.4, -0.4, -0.5], [0.0, -0.1, -0.5], [-0.5, 1.4, 0.4], [0.6, -0.4, -0.4], [0.1, -0.1, 0.5], [0.1, 0.1, 0.7], [-0.5, -0.1, -0.1], [-0.4, 0.2, 0.0], [0.5, 0.0, -0.1], [-0.7, 0.1, 0.3], [0.5, -0.4, -0.5], [0.2, 0.4, -0.1], [-0.2, -0.3, 0.7], [-0.1, -0.3, 0.2], [-0.1, -0.5, -0.1], [0.4, 0.1, 0.2], [0.1, 0.0, 0.3], [-0.3, -0.3, -0.2], [-0.1, 0.0, 0.6], [0.5, -0.2, -0.5], [-0.2, 0.5, 0.1], [-0.4, -0.5, -1.7], [-0.3, -0.4, 0.1], [1.3, -0.4, 0.3], [-1.4, 0.6, -0.4], [0.3, 0.4, -0.4], [0.0, 0.4, 0.9], [0.0, 0.3, 0.2], [-0.3, 0.0, 0.2], [0.3, 0.1, 0.4], [-0.2, -0.2, 0.3], [0.0, 0.3, -0.2], [-0.3, 0.1, 0.2], [0.5, -0.1, 0.2], [-0.3, 0.1, 0.0], [0.3, 0.3, 0.1], [0.4, 0.1, 0.2], [0.0, -0.3, 0.0], [0.3, -0.7, -0.4], [-0.1, 0.5, -0.1], [-0.1, -0.7, -0.2], [-1.3, 0.7, -0.4], [0.6, -0.4, 0.0], [-0.1, 0.0, -0.3], [0.5, -0.1, 0.4], [-0.1, -0.3, 0.1], [0.3, 0.1, 0.1], [-0.6, -0.7, -1.0], [0.5, 0.9, 1.1], [-0.3, -0.2, 0.0], [0.4, -0.2, 0.1], [0.2, 0.2, 0.1], [-0.4, 0.0, -0.1], [-0.4, 0.5, 0.0], [1.0, -0.2, 0.1], [0.0, -0.1, 0.0], [0.0, -0.3, 0.3], [0.1, 0.2, -0.1], [-0.3, -0.1, -0.2], [-0.9, 0.7, 1.2], [-0.9, 0.5, 0.4], [0.6, -0.9, -0.2], [0.3, -0.1, -0.8], [0.7, -0.5, 0.0], [-0.2, 0.1, 0.1], [0.3, 0.2, -0.8], [0.0, 0.0, 0.0], [0.1, 0.1, -0.3], [-0.1, -0.3, 0.4], [0.0, -0.3, 0.3], [0.6, -0.1, -0.5], [-0.8, 0.3, -1.1], [0.4, 0.2, 0.1], [-0.1, 0.0, 0.5], [-0.1, 0.2, -0.2], [0.0, 0.6, 0.1], [0.3, -0.2, 0.4], [0.0, -0.1, 0.0], [-0.4, -0.5, 0.1], [0.1, -1.0, 0.0], [0.0, -0.7, -0.6], [1.1, 1.4, 0.0], [0.1, -0.7, -0.7], [0.2, 0.5, -0.2], [0.0, -0.2, 0.0], [-0.2, 0.2, 0.5], [-0.4, 0.3, 0.4], [-0.3, 0.1, -0.2], [-0.4, 0.0, 0.7]], "homo_ev": -8.9, "e_lumo_ev": 0.02, "mol_weight_da": 2074.81, "fmax_ha_per_bohr": 0.07333, "e_above_lowest_ev": 0.3591, "e_tot_ha": -8021.26575, "total_charge": 0}